1.
ORCA calculation (the ωB97M-V functional and the def2-TZVPD basis) on C30H28N4O2RuS as an isolated structure.

Geometry as XYZ:
```
66
Properties=species:S:1:pos:R:3:nbo_charge:R:1
Ru 1.53 -1.54 -1.03 0.963
C -4.52 7.04 4.14 -0.267
O -5.45 5.96 4.02 -0.428
C -5.03 4.73 3.86 0.416
C -6.02 3.73 3.86 -0.250
C -5.69 2.41 3.79 -0.116
C -4.33 2.03 3.64 -0.007
C -3.34 3.04 3.57 -0.090
C -3.68 4.36 3.70 -0.322
N -4.00 0.73 3.68 0.002
N -3.04 0.05 3.37 -0.021
C -2.27 0.08 2.27 -0.024
C -2.61 0.82 1.12 -0.108
C -1.89 0.74 -0.04 -0.289
C -0.74 -0.07 -0.11 0.446
O -0.03 -0.18 -1.18 -0.652
C -0.36 -0.82 1.06 0.051
N 0.78 -1.57 0.94 -0.465
C 1.14 -2.32 1.97 0.079
C 0.42 -2.36 3.17 -0.227
C -0.71 -1.59 3.31 -0.116
C -1.12 -0.79 2.23 0.039
H -5.10 7.91 4.42 0.230
H -4.02 7.23 3.18 0.195
H -3.78 6.83 4.91 0.194
H -7.06 4.04 3.95 0.257
H -6.45 1.64 3.82 0.248
H -2.30 2.75 3.47 0.218
H -2.90 5.12 3.67 0.244
H -3.51 1.42 1.15 0.240
H -2.18 1.28 -0.93 0.251
H 2.04 -2.91 1.85 0.217
H 0.77 -2.99 3.98 0.254
H -1.28 -1.62 4.22 0.254
C 3.97 -5.27 -2.32 -0.201
C 4.27 -4.51 -3.45 -0.143
C 3.56 -3.36 -3.74 -0.257
C 2.50 -2.99 -2.91 0.219
C 2.15 -3.79 -1.79 -0.362
C 2.91 -4.92 -1.50 -0.146
N 1.86 -1.77 -2.95 -0.409
C 1.47 -1.08 -4.06 0.187
C 1.20 -1.75 -5.27 -0.217
C 0.72 -1.03 -6.35 -0.197
C 0.53 0.34 -6.25 -0.142
C 0.82 1.01 -5.06 -0.192
C 1.29 0.32 -3.97 -0.196
H 4.54 -6.16 -2.10 0.245
H 5.08 -4.82 -4.10 0.245
H 3.83 -2.72 -4.57 0.247
H 1.14 -3.68 -1.35 0.237
H 2.65 -5.54 -0.65 0.237
H 1.32 -2.82 -5.32 0.229
H 0.50 -1.54 -7.28 0.240
H 0.14 0.89 -7.09 0.236
H 0.68 2.08 -5.00 0.233
H 1.53 0.81 -3.04 0.223
C 4.87 -1.49 -0.29 -0.736
S 3.79 -0.20 -0.96 0.307
C 3.55 0.84 0.51 -0.739
H 5.78 -1.03 0.11 0.250
H 5.14 -2.15 -1.11 0.250
H 4.36 -2.05 0.50 0.219
H 4.52 1.17 0.87 0.247
H 3.02 0.30 1.28 0.222
H 2.98 1.71 0.19 0.248
```

⟨S²⟩ ... 6.073
Charge ... +2
Relative energy (zero: lowest compared OMol25 entry of this formula, charge and spin) ... 6.4 kcal/mol
E_HOMO (alpha / beta) ... -0.4598 / -0.4957 Ha
Multiplicity ... 5
Kohn-Sham gap (alpha / beta) ... 5.99 / 6.30 eV

=====

2.
ORCA calculation (the ωB97M-V functional and the def2-TZVPD basis) on one molecule with the formula C30H28N4O6.

Geometry as XYZ:
```
68
Properties=species:S:1:pos:R:3:nbo_charge:R:1
O 5.10 -3.01 1.39 -0.595
C 4.15 -2.65 0.76 0.825
C 2.69 -2.94 1.13 -0.314
N 1.91 -1.73 1.11 -0.596
C 2.48 -0.58 1.45 0.641
O 3.66 -0.47 1.75 -0.648
C 1.63 0.63 1.39 0.036
N 2.25 1.84 1.44 -0.484
C 1.28 2.79 1.40 0.189
N 0.09 2.26 1.33 -0.482
C 0.28 0.90 1.32 0.050
C -0.88 0.00 1.22 0.657
O -0.78 -1.21 1.01 -0.649
N -2.05 0.63 1.39 -0.588
C -3.31 0.00 1.06 -0.144
C -4.49 0.90 1.48 -0.406
C -5.79 0.28 1.04 -0.052
C -6.38 0.67 -0.15 -0.155
C -7.55 0.07 -0.58 -0.219
C -8.14 -0.92 0.17 -0.212
C -7.56 -1.32 1.36 -0.201
C -6.38 -0.72 1.79 -0.201
C -3.35 -0.26 -0.45 0.809
O -3.69 -1.28 -0.97 -0.576
O -2.91 0.82 -1.10 -0.528
C -2.48 0.64 -2.45 -0.097
C -1.05 0.17 -2.39 -0.087
C -0.03 1.08 -2.12 -0.149
C 1.26 0.63 -1.91 -0.261
C 1.55 -0.72 -1.97 -0.153
C 0.54 -1.63 -2.24 -0.230
C -0.76 -1.19 -2.45 -0.186
O 4.20 -2.05 -0.44 -0.533
C 5.47 -1.53 -0.87 -0.118
C 5.52 -0.06 -0.54 0.040
C 4.92 0.86 -1.40 -0.240
C 4.86 2.20 -1.05 -0.215
C 5.39 2.62 0.16 -0.245
C 6.00 1.71 1.00 -0.216
C 6.07 0.37 0.65 -0.187
H 2.28 -3.64 0.40 0.229
H 2.69 -3.41 2.12 0.220
H 0.89 -1.77 0.96 0.457
H 3.25 1.95 1.49 0.457
H 1.48 3.84 1.42 0.205
H -2.00 1.64 1.40 0.429
H -3.37 -0.97 1.55 0.241
H -4.47 1.01 2.57 0.227
H -4.36 1.88 1.02 0.217
H -5.92 1.45 -0.75 0.201
H -8.01 0.39 -1.51 0.212
H -9.06 -1.39 -0.16 0.214
H -8.01 -2.10 1.96 0.214
H -5.93 -1.03 2.72 0.208
H -2.57 1.62 -2.93 0.200
H -3.12 -0.09 -2.95 0.214
H -0.26 2.13 -2.06 0.204
H 2.05 1.35 -1.70 0.211
H 2.55 -1.07 -1.78 0.218
H 0.76 -2.68 -2.27 0.212
H -1.55 -1.90 -2.63 0.226
H 6.27 -2.08 -0.36 0.221
H 5.52 -1.71 -1.95 0.197
H 4.50 0.52 -2.33 0.215
H 4.39 2.91 -1.71 0.214
H 5.34 3.67 0.43 0.214
H 6.42 2.04 1.94 0.217
H 6.52 -0.34 1.32 0.230
```

Relative energy (zero: lowest compared OMol25 entry of this formula, charge and spin) ... 4.1 kcal/mol
E_HOMO ... -0.3348 Ha
Kohn-Sham gap ... 9.64 eV

=====

3.
ORCA calculation (the ωB97M-V functional and the def2-TZVPD basis) on C30H28N6S2Ti as an isolated structure.

Geometry as XYZ:
```
67
Properties=species:S:1:pos:R:3:nbo_charge:R:1
Ti -0.33 -0.20 0.07 1.543
C 2.71 2.55 0.47 -0.393
C 3.32 1.14 0.49 -0.404
C 2.49 0.10 1.25 -0.226
N 1.56 -0.67 0.44 -0.701
C 2.04 -1.85 -0.12 0.114
C 3.38 -2.16 -0.20 -0.210
C 4.07 -3.29 -0.71 -0.328
C 3.53 -4.40 -1.36 -0.243
C 2.21 -4.69 -1.59 -0.243
C 1.04 -3.95 -1.20 -0.368
C 0.91 -2.75 -0.54 0.236
N -0.28 -2.23 -0.20 -0.676
C -1.45 -3.06 -0.24 -0.219
C -2.55 -2.50 0.65 -0.401
C -2.03 -1.92 1.95 -0.217
N -1.35 -0.65 1.76 -0.665
C -1.10 0.11 2.85 0.218
C -1.33 -0.34 4.13 -0.397
C -1.21 0.34 5.39 -0.218
C -0.97 1.66 5.65 -0.258
C -0.69 2.67 4.71 -0.308
C -0.46 2.53 3.33 -0.268
C -0.54 1.45 2.47 0.200
N -0.18 1.47 1.14 -0.721
C 0.14 2.73 0.47 -0.222
C 1.43 2.72 -0.35 -0.409
H 3.47 3.23 0.07 0.187
H 2.53 2.87 1.50 0.190
H 4.31 1.21 0.96 0.185
H 3.48 0.80 -0.54 0.210
H 1.92 0.61 2.03 0.211
H 3.16 -0.60 1.77 0.183
H 4.05 -1.39 0.18 0.186
H 5.15 -3.24 -0.63 0.177
H 4.25 -5.13 -1.73 0.179
H 2.00 -5.60 -2.14 0.178
H 0.11 -4.42 -1.49 0.194
H -1.18 -4.07 0.12 0.176
H -1.83 -3.19 -1.27 0.182
H -3.26 -3.30 0.88 0.190
H -3.11 -1.72 0.12 0.230
H -1.37 -2.65 2.44 0.174
H -2.88 -1.76 2.63 0.186
H -1.65 -1.36 4.23 0.197
H -1.39 -0.29 6.26 0.178
H -0.99 1.97 6.69 0.179
H -0.55 3.67 5.10 0.178
H -0.14 3.46 2.87 0.187
H 0.23 3.54 1.19 0.176
H -0.70 2.99 -0.19 0.204
H 1.46 3.68 -0.88 0.192
H 1.38 1.96 -1.13 0.236
S -2.54 0.74 -0.87 -0.223
C -2.34 1.15 -2.54 -0.199
C -3.37 1.78 -3.24 -0.176
C -3.23 2.16 -4.57 -0.186
C -4.32 2.80 -5.24 0.311
N -5.20 3.32 -5.78 -0.380
C -2.02 1.90 -5.23 -0.191
C -0.99 1.26 -4.55 -0.216
C -1.13 0.86 -3.22 -0.061
S 0.16 0.00 -2.44 -0.224
C -1.82 2.30 -6.59 0.324
N -1.66 2.62 -7.69 -0.385
H -4.30 1.98 -2.72 0.222
H -0.06 1.06 -5.06 0.224
```

⟨S²⟩ ... 2.070
Charge ... -2
E_HOMO (alpha / beta) ... 0.0012 / -0.0672 Ha
Multiplicity ... 3
Kohn-Sham gap (alpha / beta) ... 4.50 / 6.35 eV

=====

4.
ORCA calculation (the ωB97M-V functional and the def2-TZVPD basis) on C30H28N7O4RuS4 as an isolated structure.

Geometry as XYZ:
```
74
Properties=species:S:1:pos:R:3:lowdin_spin:R:1
Ru 0.25 -0.33 -0.53 0.883
S 1.96 0.78 -1.70 0.030
C 3.11 0.56 -0.40 0.012
N 4.40 0.60 -0.51 -0.002
N 4.88 0.78 -1.73 -0.002
C 6.26 0.72 -1.97 0.000
C 7.18 0.62 -0.94 0.000
C 8.53 0.58 -1.23 0.000
C 8.98 0.64 -2.54 -0.001
C 8.05 0.74 -3.57 0.000
C 6.70 0.78 -3.29 -0.001
N 2.71 0.37 0.92 -0.004
N 1.51 0.04 1.09 0.011
C 1.14 0.00 2.47 0.003
C 0.12 -0.87 2.86 0.002
C -0.31 -0.88 4.18 0.000
C 0.29 -0.05 5.11 0.001
C 1.32 0.81 4.73 0.000
C 1.74 0.83 3.41 0.001
H 4.24 0.77 -2.51 0.000
H 6.83 0.57 0.08 0.000
H 9.25 0.50 -0.42 0.000
H 10.04 0.60 -2.76 0.000
H 8.39 0.79 -4.60 0.000
H 5.97 0.87 -4.10 0.000
H -1.29 -1.97 2.12 0.000
H -1.11 -1.55 4.47 0.000
H -0.05 -0.06 6.13 0.000
H 1.78 1.47 5.45 0.000
H 2.52 1.51 3.08 0.000
C 2.22 -3.27 1.05 0.000
C 1.60 -3.43 -0.30 0.005
N 1.02 -2.49 -0.99 0.005
C 0.52 -2.96 -2.19 0.001
C 0.73 -4.28 -2.40 -0.001
S 1.58 -4.96 -1.08 0.002
C -0.19 -2.02 -3.04 0.000
C -0.65 -2.21 -4.30 0.000
S -1.45 -0.81 -4.84 0.000
C -1.13 -0.03 -3.36 -0.001
N -0.47 -0.78 -2.51 0.001
C -1.55 1.39 -3.14 0.000
H 2.51 -2.23 1.20 0.000
H 3.11 -3.89 1.14 0.000
H 1.51 -3.55 1.82 0.000
H 0.42 -4.88 -3.24 0.000
H -0.56 -3.10 -4.91 0.000
H -2.44 1.61 -3.73 0.000
H -0.75 2.06 -3.44 0.000
H -1.77 1.57 -2.09 0.000
C -6.15 -1.42 -5.17 0.000
C -5.33 -1.51 -3.91 0.000
C -4.51 -2.59 -3.66 0.000
C -3.76 -2.68 -2.50 0.000
C -3.84 -1.66 -1.56 0.000
C -4.67 -0.57 -1.79 0.000
C -5.40 -0.49 -2.96 0.000
S -2.82 -1.70 -0.10 0.008
O -2.03 -2.91 -0.21 0.003
O -3.69 -1.56 1.05 0.012
N -1.86 -0.46 -0.24 0.047
C -2.06 0.85 0.35 -0.005
C -0.63 1.34 0.14 -0.021
O -0.19 2.41 0.48 -0.013
O -0.40 -1.67 1.90 0.021
H -5.86 -2.19 -5.89 0.000
H -6.03 -0.45 -5.65 0.000
H -7.21 -1.55 -4.96 0.000
H -4.44 -3.39 -4.40 0.000
H -3.11 -3.52 -2.30 0.000
H -4.74 0.22 -1.04 0.000
H -6.05 0.36 -3.13 0.000
H -2.32 0.83 1.41 0.000
H -2.79 1.50 -0.16 0.000
```

⟨S²⟩ ... 0.758
Relative energy (zero: lowest compared OMol25 entry of this formula, charge and spin) ... 3.3 kcal/mol
E_HOMO (alpha / beta) ... -0.2656 / -0.2635 Ha
Multiplicity ... 2
Kohn-Sham gap (alpha / beta) ... 6.58 / 6.51 eV

=====

5.
ORCA calculation (the ωB97M-V functional and the def2-TZVPD basis) on C30H29AsBrCl3N7S2V as an isolated structure.

Geometry as XYZ:
```
74
Properties=species:S:1:pos:R:3:lowdin_spin:R:1
V -0.14 -0.04 -0.69 2.771
C 1.88 -5.24 2.55 0.000
C 1.31 -3.90 2.83 0.001
N 1.17 -3.37 4.00 0.001
N 0.62 -2.15 3.75 0.005
C 0.42 -1.90 2.45 0.007
S -0.26 -0.48 1.84 0.014
N 0.85 -3.04 1.85 0.003
N 0.88 -3.25 0.48 0.009
H 2.12 -5.73 3.49 0.000
H 2.79 -5.15 1.95 0.000
H 1.16 -5.86 2.00 0.000
H 0.41 -1.52 4.50 0.000
H 0.34 -4.06 0.25 0.000
H 1.85 -3.37 0.19 0.000
N -3.92 0.34 -1.80 0.003
C -3.10 1.37 -1.54 0.006
S -2.22 1.36 -0.08 0.015
N -3.05 2.34 -2.45 -0.001
C -2.36 3.60 -2.38 0.001
C -2.41 4.39 -1.24 0.000
C -1.75 5.61 -1.24 0.000
C -1.07 6.04 -2.37 0.000
C -1.06 5.25 -3.51 0.000
C -1.70 4.03 -3.51 0.001
H -4.05 -0.33 -1.07 0.000
H -4.59 0.37 -2.55 0.000
H -3.53 2.18 -3.32 0.000
H -2.95 4.06 -0.36 0.000
H -1.78 6.23 -0.35 0.000
H -0.57 7.00 -2.36 0.000
H -0.53 5.58 -4.40 0.000
H -1.66 3.39 -4.39 0.000
Cl -3.40 -3.69 -3.29 0.006
C -2.77 -3.81 -1.65 0.006
Cl -1.79 -5.27 -1.46 0.006
Cl -4.09 -3.80 -0.47 0.006
C -1.92 -2.64 -1.39 0.064
N -1.26 -1.74 -1.19 0.026
Br 0.35 1.16 -2.81 0.041
C 4.87 -3.19 2.32 -0.001
C 4.89 -3.43 0.96 0.000
C 4.24 -2.56 0.09 0.000
C 3.56 -1.45 0.58 0.000
C 3.53 -1.23 1.96 0.000
C 4.18 -2.09 2.82 0.000
As 2.58 -0.23 -0.60 0.008
C 3.20 1.45 0.12 -0.002
C 4.50 1.61 0.60 -0.001
C 4.91 2.83 1.13 0.000
C 4.02 3.89 1.19 0.000
C 2.72 3.74 0.73 0.000
C 2.31 2.52 0.19 0.001
C 3.55 -0.45 -2.26 0.002
C 3.13 -1.48 -3.10 0.001
C 3.78 -1.70 -4.31 0.000
C 4.84 -0.89 -4.68 0.000
C 5.24 0.15 -3.85 0.000
C 4.60 0.37 -2.64 0.000
H 5.39 -3.86 3.00 0.000
H 5.44 -4.27 0.56 0.000
H 4.30 -2.73 -0.98 0.000
H 3.02 -0.36 2.35 0.000
H 4.17 -1.90 3.89 0.000
H 5.20 0.78 0.56 0.000
H 5.92 2.94 1.49 0.000
H 4.33 4.83 1.61 0.000
H 2.02 4.56 0.77 0.000
H 1.30 2.43 -0.20 0.001
H 2.27 -2.09 -2.83 0.001
H 3.45 -2.50 -4.96 0.000
H 5.34 -1.05 -5.62 0.000
H 6.06 0.80 -4.14 0.000
H 4.91 1.19 -2.00 0.000
```

⟨S²⟩ ... 3.765
Charge ... +1
Relative energy (zero: lowest compared OMol25 entry of this formula, charge and spin) ... 1.8 kcal/mol
E_HOMO (alpha / beta) ... -0.3752 / -0.3931 Ha
Multiplicity ... 4
Kohn-Sham gap (alpha / beta) ... 7.73 / 8.02 eV

=====

6.
ORCA calculation (the ωB97M-V functional and the def2-TZVPD basis) on C30H29CrN3O3S3Si as an isolated structure.

Geometry as XYZ:
```
70
Properties=species:S:1:pos:R:3:nbo_charge:R:1
Cr 1.68 1.62 -0.08 0.958
O -0.09 1.81 4.91 -0.687
C 0.20 0.50 4.78 0.370
C 0.07 -0.34 5.89 -0.296
C 0.33 -1.69 5.77 -0.160
C 0.72 -2.24 4.56 -0.289
C 0.89 -1.41 3.47 -0.065
C 0.64 -0.05 3.56 -0.241
C 0.84 0.77 2.36 0.638
O 1.56 0.32 1.42 -0.622
N 0.23 1.96 2.27 -0.476
N 0.48 2.49 1.07 -0.191
C -0.19 3.52 0.61 0.000
C 0.19 3.90 -0.71 0.168
C -0.46 4.87 -1.48 -0.231
C 0.04 5.18 -2.73 -0.148
C 1.20 4.55 -3.17 -0.262
C 1.76 3.56 -2.37 0.107
N 1.26 3.20 -1.20 -0.430
H -0.03 2.22 4.02 0.509
H -0.24 0.09 6.83 0.214
H 0.21 -2.32 6.64 0.201
H 0.88 -3.30 4.47 0.210
H 1.21 -1.80 2.52 0.233
H -0.96 4.01 1.18 0.210
H -1.35 5.35 -1.10 0.220
H -0.46 5.91 -3.35 0.216
H 1.65 4.82 -4.11 0.224
H 2.65 3.02 -2.68 0.238
S 6.05 0.92 0.40 -0.172
C 4.51 1.39 0.06 -0.487
S 3.62 2.58 0.96 -0.115
S 3.60 0.73 -1.24 -0.144
C -1.32 -0.04 -3.82 -0.606
C -0.51 -1.14 -3.15 -0.494
C 0.89 -1.18 -3.77 -0.608
C -1.19 -2.48 -3.40 -0.607
Si -0.37 -0.75 -1.26 1.982
O 0.45 0.59 -1.14 -1.224
C -2.09 -0.48 -0.49 -0.532
C -2.34 0.71 0.19 -0.127
C -3.55 0.98 0.79 -0.224
C -4.58 0.06 0.71 -0.224
C -4.37 -1.13 0.03 -0.247
C -3.14 -1.40 -0.54 -0.142
C 0.46 -2.23 -0.35 -0.447
C -0.24 -3.08 0.50 -0.157
C 0.39 -4.12 1.16 -0.257
C 1.75 -4.34 0.98 -0.226
C 2.46 -3.49 0.15 -0.207
C 1.82 -2.45 -0.51 -0.218
H -1.40 -0.21 -4.90 0.188
H -0.85 0.93 -3.66 0.214
H -2.33 0.01 -3.41 0.205
H 0.82 -1.29 -4.85 0.188
H 1.45 -2.03 -3.38 0.210
H 1.44 -0.28 -3.54 0.222
H -1.18 -2.72 -4.46 0.190
H -2.23 -2.45 -3.08 0.197
H -0.68 -3.28 -2.86 0.212
H -1.54 1.45 0.23 0.190
H -3.69 1.91 1.32 0.200
H -5.53 0.27 1.18 0.202
H -5.17 -1.86 -0.03 0.200
H -3.00 -2.34 -1.05 0.196
H -1.30 -2.91 0.68 0.200
H -0.18 -4.77 1.82 0.201
H 2.24 -5.15 1.49 0.202
H 3.53 -3.63 0.03 0.213
H 2.40 -1.79 -1.14 0.233
```

⟨S²⟩ ... 3.804
Charge ... -1
Relative energy (zero: lowest compared OMol25 entry of this formula, charge and spin) ... 18.0 kcal/mol
E_HOMO (alpha / beta) ... -0.1618 / -0.1606 Ha
Multiplicity ... 4
Kohn-Sham gap (alpha / beta) ... 5.78 / 5.42 eV